--- P ---
Below is the ion C5H8NO2 with charge -1, with properties calculated with ωB97M-V/def2-TZVPD.

Geometry (Å):
O: 0.96042 -2.40868 1.07586
N: 0.30358 -1.70220 0.13295
C: 1.24533 -0.63775 -0.33807
C: 0.49104 0.40408 -1.28389
C: -0.36058 1.34583 -0.39188
C: -1.11881 0.57220 0.71486
O: -2.06972 -0.47016 0.34861
C: -0.95958 -0.83309 1.02585
H: 2.16711 -1.10723 -0.78505
H: 1.50563 -0.14815 0.57022
H: -0.30534 0.07297 -1.99602
H: 1.33746 0.88399 -1.84093
H: 0.36573 2.07107 0.17416
H: -1.10610 1.84719 -0.86965
H: -1.37847 1.32139 1.43461
H: -1.07770 -1.21148 2.02838

Computed properties:
charge = -1
multiplicity = 1
LUMO = 0.1439 hartree
HOMO = -0.0511 hartree

--- Q ---
Below is the ion C5H8NO2 with charge -1, with properties calculated with ωB97M-V/def2-TZVPD.

Geometry (Å):
C: 0.18174 2.08796 2.35256
N: -0.00291 0.81896 2.50870
C: 0.10513 -0.07306 1.33892
C: 0.93004 0.29995 0.05172
C: 0.98681 -0.55579 -1.20036
C: -0.48607 -0.87666 -1.56217
O: -0.75563 -2.05660 -1.65598
O: -1.18104 0.06331 -1.84818
H: -0.04415 2.78303 3.20653
H: 0.19403 2.66806 1.36993
H: -0.88597 0.06258 0.92864
H: 0.01808 -1.05980 1.82644
H: 1.93094 0.46169 0.48148
H: 0.70290 1.35637 -0.33095
H: 1.46884 -0.10917 -2.04345
H: 1.82315 -1.24357 -0.85029

Computed properties:
charge = -1
multiplicity = 1
LUMO = 0.1370 hartree
HOMO = -0.1412 hartree

List of relative energies, unit kcal/mol: P 83.8; Q 0.0

--- P ---
Below is the molecule C7H12, with properties calculated with ωB97M-V/def2-TZVPD.

Geometry (Å):
C: -0.99645 -2.06358 -0.14208
C: -1.02031 -0.74081 0.15147
C: -2.18525 -0.24165 0.98895
C: 0.15199 0.11429 -0.03226
C: 0.57881 1.04745 1.04314
C: 0.91425 -0.04286 -1.16308
C: 2.09538 0.79014 -1.39350
H: -0.55242 -2.43017 -1.06092
H: -1.52261 -2.86383 0.38046
H: -2.24641 -0.84781 1.90050
H: -3.06173 -0.09482 0.36438
H: -2.04702 0.75724 1.41828
H: -0.12079 1.19135 1.86819
H: 0.61860 2.04246 0.57261
H: 1.57033 0.90369 1.45032
H: 0.56290 -0.78623 -1.85682
H: 2.02068 1.73699 -0.85484
H: 2.16564 1.20185 -2.42290
H: 3.07440 0.32630 -1.21190

Computed properties:
multiplicity = 1
LUMO = 0.0381 hartree
HOMO = -0.2875 hartree

--- Q ---
Below is the molecule C7H12, with properties calculated with ωB97M-V/def2-TZVPD.

Geometry (Å):
C: -0.09493 -1.33470 -1.03573
C: -0.81201 -0.25463 -1.44472
C: -0.97936 1.26905 -1.05116
C: -0.54611 1.81619 0.53729
C: 0.35500 0.67481 0.84822
C: 1.10236 -0.67701 1.38448
C: 0.59778 -1.72123 0.30063
H: 0.21289 -2.13998 -1.63517
H: -0.97690 -0.37002 -2.53751
H: -0.32739 1.88121 -1.89639
H: -1.88405 1.84374 -1.38708
H: 0.13051 2.82150 0.63238
H: -1.39238 1.80893 1.23410
H: 0.84727 0.74562 -0.20840
H: -0.48267 0.11441 0.90483
H: 2.22630 -0.70808 2.01209
H: 0.36773 -0.95637 2.39258
H: 0.23154 -2.40417 1.08052
H: 1.42441 -2.40926 -0.13097

Computed properties:
multiplicity = 1
LUMO = 0.0329 hartree
HOMO = -0.3193 hartree

List of relative energies, unit kcal/mol: P 0.0; Q 147.2

--- P ---
Below is a cluster of 2 separate species, C7H12 in total, with properties calculated with ωB97M-V/def2-TZVPD.

Geometry (Å):
C: 1.44051 -1.11740 0.31015
C: 0.52931 -0.69614 1.18246
C: -0.10029 0.67264 1.30786
C: -1.52955 0.44908 0.75676
C: -1.85047 -0.21017 -0.55425
C: -1.86822 -0.98032 0.47907
H: 1.48494 -2.14738 -0.03993
H: 2.14847 -0.44023 -0.13443
H: 0.02702 -1.44858 1.78240
H: 0.45042 1.46560 0.79388
H: -0.20276 0.97074 2.35850
H: -2.31824 1.07262 1.18944
H: -2.23827 -0.12602 -1.55015
H: -2.08183 -1.92687 0.93361
C: 1.22013 0.89103 -1.76957
H: 2.11947 0.30412 -1.97641
H: 1.43864 1.56804 -0.93941
H: 0.94125 1.46268 -2.65047
H: 0.38948 0.23656 -1.47952

Computed properties:
multiplicity = 1
LUMO = 0.0432 hartree
HOMO = -0.3267 hartree

--- Q ---
Below is the molecule C7H12, with properties calculated with ωB97M-V/def2-TZVPD.

Geometry (Å):
C: -0.32852 1.22386 1.54634
C: -0.19269 1.48707 0.22519
C: -1.24314 2.31779 -0.45359
C: 0.96762 0.83598 -0.66547
C: 1.03546 -0.65960 -0.47614
C: 0.22137 -1.59169 -0.05654
C: 0.27504 -3.05003 0.01831
H: -0.97654 1.71240 2.26010
H: 0.19427 0.50346 2.05331
H: -1.17360 2.11714 -1.52851
H: -2.31401 2.00462 -0.20970
H: -0.97467 3.33205 -0.34802
H: 1.86125 1.19167 -0.20525
H: 0.83357 1.22007 -1.64664
H: 1.99847 -1.10309 -0.82139
H: -0.86361 -1.40894 0.24879
H: 0.53438 -3.15389 1.00791
H: 0.91394 -3.49150 -0.73987
H: -0.76857 -3.48739 -0.20884

Computed properties:
multiplicity = 1
LUMO = 0.0412 hartree
HOMO = -0.3252 hartree

--- R ---
Below is the molecule C7H12, with properties calculated with ωB97M-V/def2-TZVPD.

Geometry (Å):
C: 1.58004 0.64252 1.44898
C: 0.90308 -0.36670 0.64306
C: 1.53793 -1.73107 0.76903
C: -0.33195 -0.08242 -0.17762
C: -0.80464 -1.13230 -1.20310
C: -0.92410 1.13785 0.03953
C: -1.90413 1.66620 -1.08304
H: 1.90615 1.66124 0.93886
H: 2.27594 0.34436 2.25494
H: 1.02837 -2.49354 0.08421
H: 2.54150 -1.64216 0.36146
H: 1.62808 -1.99361 1.79857
H: -0.62821 -0.70015 -2.33595
H: -0.44390 -2.06199 -0.92599
H: -1.94687 -1.23831 -1.12195
H: -0.35459 1.80878 0.72481
H: -3.02686 1.43861 -1.05714
H: -1.80374 2.75988 -1.23510
H: -1.51329 1.31240 -2.10772

Computed properties:
multiplicity = 1
LUMO = 0.0134 hartree
HOMO = -0.2880 hartree

List of relative energies, unit kcal/mol: P 38.9; Q 0.0; R 18.4

--- P ---
Below is the molecule C7H12, with properties calculated with ωB97M-V/def2-TZVPD.

Geometry (Å):
C: 1.82357 -2.14690 0.62531
C: 1.25172 -1.08513 0.05629
C: 1.89758 0.29317 -0.01772
C: -0.07764 -1.16135 -0.61296
C: -0.85248 0.17457 -0.73444
C: -1.82924 0.58495 0.07700
C: -2.18772 2.03013 0.31649
H: 2.74876 -2.09355 1.20346
H: 1.24003 -3.06108 0.71674
H: 1.39415 0.97567 0.70945
H: 1.93571 0.89489 -0.93355
H: 2.91347 0.19772 0.37994
H: 0.15371 -1.40585 -1.65966
H: -0.75922 -1.87691 -0.11573
H: -0.51995 0.74127 -1.61597
H: -2.30744 -0.20498 0.62325
H: -1.30548 2.60035 0.59891
H: -2.48359 2.53667 -0.61088
H: -3.03594 2.00634 0.99408

Computed properties:
multiplicity = 1
LUMO = 0.0395 hartree
HOMO = -0.3255 hartree

--- Q ---
Below is a cluster of 2 separate species, C7H12 in total, with properties calculated with ωB97M-V/def2-TZVPD.

Geometry (Å):
C: -2.71817 -0.17676 0.09879
C: -1.22498 -0.46151 0.07580
C: -0.43806 0.15244 1.21350
C: 0.25195 0.94954 0.40999
C: -0.38587 0.47002 -0.86352
H: -3.19517 -0.51822 -0.82576
H: -2.89596 0.90196 0.20294
H: -3.19932 -0.67957 0.94493
H: -1.01722 -1.52639 -0.09472
H: -0.44452 0.05173 2.29444
H: 0.81736 1.81531 0.66906
H: 0.20557 -0.06851 -1.61659
H: -0.93142 1.27546 -1.36181
C: 2.46518 -0.93960 -0.36390
C: 2.68279 0.23575 0.21426
H: 2.51668 -1.05676 -1.44265
H: 2.15692 -1.80991 0.21314
H: 2.89426 1.13333 -0.36352
H: 2.63766 0.37582 1.29071

Computed properties:
multiplicity = 1
LUMO = 0.0446 hartree
HOMO = -0.3198 hartree

--- R ---
Below is the molecule C7H12, with properties calculated with ωB97M-V/def2-TZVPD.

Geometry (Å):
C: -1.11921 -1.42221 2.32074
C: -1.27709 -1.11666 1.02488
C: -0.29723 -0.18341 0.31353
C: -0.36656 1.21051 0.51864
C: -0.54801 2.21174 -0.64887
C: 0.61812 -0.95512 -0.65111
C: 1.78173 -0.25821 -1.31231
H: -1.74197 -2.21038 2.76905
H: -0.45865 -0.80478 2.89782
H: -1.98255 -1.65334 0.30971
H: -0.19851 1.60351 1.56526
H: 0.32911 2.85854 -0.74198
H: -0.53474 1.49382 -1.50425
H: -1.48018 2.68254 -0.56249
H: -0.06538 -1.34656 -1.61925
H: 0.99649 -1.98087 -0.36422
H: 2.68631 0.01319 -0.63301
H: 2.26226 -0.87785 -2.03843
H: 1.39608 0.73554 -1.64369

Computed properties:
multiplicity = 1
LUMO = 0.0259 hartree
HOMO = -0.2783 hartree

List of relative energies, unit kcal/mol: P 0.0; Q 24.6; R 49.6